No. 1
The ion C2H7N2 with charge +1 at a distorted geometry, computed with ωB97M-V/def2-TZVPD.

## Properties
Lowest unoccupied orbital energy (spin up / spin down) = -3.7105 / -8.8672 eV
Multiplicity = 3
Expectation value of S² = 2.0045
Orbital gap (spin up / spin down) = 5.056 / 10.310 eV
Charge = +1
E_tot = -5153.1741 eV
E_HOMO (spin up / spin down) = -8.8 / -19.2 eV

Last column: Löwdin spin population.
CARTESIAN COORDINATES (ANGSTROEM)
N -1.021 -0.176 -0.654  0.72
N 0.903 0.108 0.164  0.20
C -0.093 -1.063 -0.040  0.32
C -0.259 0.993 -0.254  0.25
H -0.115 1.767 -1.055  0.06
H 1.226 0.375 1.197  0.14
H -1.947 -0.357 -0.397  0.03
H -0.844 1.519 0.512  0.08
H 1.723 0.187 -0.375  0.05
H -0.418 -1.395 0.961  0.08
H 0.147 -1.826 -0.813  0.07

***

No. 2
A cluster of 2 separate species, C2H7N2O in total at a distorted geometry, computed with ωB97M-V/def2-TZVPD.

## Properties
Lowest unoccupied orbital energy = -3.9343 eV
Orbital gap = 10.613 eV
Charge = +1
E_tot = -7202.3739 eV
E_HOMO = -14.5 eV

Last column: Löwdin charge in e.
CARTESIAN COORDINATES (ANGSTROEM)
O 1.930 -0.928 -0.189  0.15
N 1.111 -0.109 0.699  0.09
N -1.452 0.270 0.053  0.02
C 2.070 0.546 -0.090  -0.01
C -2.527 -0.432 0.049  -0.01
H 2.873 0.979 0.378  0.11
H 1.899 1.201 -0.870  0.12
H 2.476 -1.565 0.222  0.17
H -0.014 0.105 0.558  0.09
H -1.302 1.054 -0.564  0.08
H -2.735 -1.259 0.786  0.10
H -3.430 -0.452 -0.584  0.09

***

No. 3
A cluster of 2 separate species, C2H7N2O in total at a distorted geometry, computed with ωB97M-V/def2-TZVPD.

## Properties
Lowest unoccupied orbital energy = -3.8109 eV
Orbital gap = 10.878 eV
Charge = +1
E_tot = -7207.9685 eV
E_HOMO = -14.7 eV

Last column: Löwdin charge in e.
CARTESIAN COORDINATES (ANGSTROEM)
O -0.545 -0.337 -1.364  0.12
N 1.287 -0.844 -0.079  0.13
N -2.219 1.534 -0.461  0.33
C 0.300 -0.656 -0.654  -0.36
C 2.277 -1.329 0.895  -0.01
H -1.347 1.017 -0.876  0.12
H 1.738 -1.757 1.657  0.06
H -3.007 1.068 -0.796  0.13
H -2.134 2.501 -0.556  0.13
H 3.040 -1.931 0.347  0.12
H 2.725 -0.478 1.402  0.09
H -2.116 1.210 0.486  0.15

***

No. 4
A cluster of 2 separate species, C2H7N2O in total at a distorted geometry, computed with ωB97M-V/def2-TZVPD.

## Properties
Lowest unoccupied orbital energy (spin up / spin down) = -4.6700 / -4.6708 eV
Orbital gap (spin up / spin down) = 8.729 / 8.727 eV
Charge = +1
E_tot = -7202.8775 eV
E_HOMO (spin up / spin down) = -13.4 / -13.4 eV

Last column: Löwdin charge in e.
CARTESIAN COORDINATES (ANGSTROEM)
O 1.600 -0.425 0.240  -0.06
N 0.746 0.335 -0.433  -0.01
N -1.620 -0.147 0.161  0.11
C -2.822 0.157 -0.010  0.08
C 2.846 -0.295 0.221  0.12
H -1.176 -0.816 0.894  0.19
H -3.131 0.854 -0.827  0.13
H 3.271 -1.245 0.440  0.11
H 3.483 0.439 -0.066  0.09
H -3.655 -0.303 0.522  0.11
H -0.662 0.289 -0.191  0.02
H 1.121 1.157 -0.950  0.11

***

No. 5
A cluster of 2 separate species, C2H7N2O2 in total at a distorted geometry, computed with ωB97M-V/def2-TZVPD.

## Properties
Lowest unoccupied orbital energy = 4.3350 eV
Orbital gap = 8.772 eV
Charge = -1
E_tot = -9264.0500 eV
E_HOMO = -4.4 eV

Last column: Löwdin charge in e.
CARTESIAN COORDINATES (ANGSTROEM)
O 2.875 -0.482 -1.986  -0.12
O 0.703 -0.375 -1.273  -0.15
N -1.575 0.298 -0.103  -0.03
N -0.004 -0.461 1.635  -0.03
C -1.059 0.491 1.262  -0.40
C 1.659 -0.241 -2.084  -0.64
H -1.881 -0.677 -0.117  0.05
H 1.460 0.160 -3.103  0.09
H -1.936 0.285 1.885  0.07
H 0.671 -0.127 2.312  0.04
H 0.542 -0.677 0.796  0.03
H -0.727 1.517 1.499  0.09
H -0.728 0.290 -0.722  0.01

***

No. 6
The ion C2H7N2O2 with charge +1 at a distorted geometry, computed with ωB97M-V/def2-TZVPD.

## Properties
Lowest unoccupied orbital energy = -6.1212 eV
Structure (SMILES) = CON[N+](C)=O
Orbital gap = 9.666 eV
Charge = +1
E_tot = -9249.1725 eV
E_HOMO = -15.8 eV

Last column: Löwdin charge in e.
CARTESIAN COORDINATES (ANGSTROEM)
O 2.314 -0.735 -0.135  0.20
O -1.092 -0.059 0.487  -0.11
N 0.292 -0.762 0.498  0.20
N 1.363 -0.096 0.146  -0.28
C 1.367 1.333 0.054  0.06
C -2.063 -0.675 -0.285  -0.10
H 0.373 -1.706 0.639  0.16
H -2.797 0.163 -0.345  0.12
H -2.468 -1.700 0.273  0.16
H -1.625 -0.933 -1.318  0.12
H 1.591 1.747 -1.056  0.19
H 0.409 1.801 0.457  0.13
H 2.336 1.622 0.586  0.15

***

No. 7
The ion C2H7N2O2 with charge +1 at a distorted geometry, computed with ωB97M-V/def2-TZVPD.

## Properties
Lowest unoccupied orbital energy = -6.2772 eV
Structure (SMILES) = C[N+](C)(O)N=O
Orbital gap = 9.812 eV
Charge = +1
E_tot = -9250.1122 eV
E_HOMO = -16.1 eV

Last column: Löwdin charge in e.
CARTESIAN COORDINATES (ANGSTROEM)
O 0.662 -2.381 -0.125  0.18
O 1.395 0.880 0.450  0.04
N 1.005 -1.334 -0.530  0.17
N 0.273 -0.046 0.156  -0.34
C -0.312 0.575 -1.111  0.01
C -0.593 -0.322 1.225  -0.02
H -0.984 1.475 -0.875  0.15
H -1.049 0.666 1.531  0.14
H -1.428 -0.906 0.706  0.14
H 0.525 0.832 -1.768  0.11
H -0.096 -0.930 2.102  0.17
H 1.554 1.663 -0.104  0.13
H -0.953 -0.173 -1.656  0.12

***

No. 8
A cluster of 2 separate species, C2H7N2O2 in total at a distorted geometry, computed with ωB97M-V/def2-TZVPD.

## Properties
Lowest unoccupied orbital energy = -3.5542 eV
Orbital gap = 9.458 eV
Charge = +1
E_tot = -9253.2107 eV
E_HOMO = -13.0 eV

Last column: Löwdin charge in e.
CARTESIAN COORDINATES (ANGSTROEM)
O 2.376 -0.213 0.144  0.03
O 1.101 -1.707 1.092  0.16
N -0.657 0.806 -1.545  0.19
N -2.103 0.487 0.298  0.16
C 1.261 -0.893 0.229  -0.39
C -0.909 0.776 -0.279  -0.19
H 3.207 -0.222 0.775  0.18
H -2.190 0.104 1.329  0.19
H 1.690 -1.975 1.847  0.18
H -3.004 0.593 -0.053  0.09
H 0.109 0.709 0.277  0.13
H 0.333 0.671 -1.772  0.14
H -1.215 0.865 -2.342  0.12

***

No. 9
An isolated molecule of C2H7N2OP at a distorted geometry, computed with ωB97M-V/def2-TZVPD.

## Properties
Lowest unoccupied orbital energy = -0.1356 eV
Structure (SMILES) = C=N[P@@](C)(N)=O
Orbital gap = 8.556 eV
E_tot = -16502.4698 eV
E_HOMO = -8.7 eV

Last column: Löwdin charge in e.
CARTESIAN COORDINATES (ANGSTROEM)
P -0.677 -0.457 0.197  0.65
O -2.350 -0.951 -0.320  -0.55
N -0.121 -1.447 1.463  -0.10
N -0.849 1.033 0.811  -0.15
C 0.708 -0.741 -0.965  -0.16
C -0.888 2.180 0.296  -0.07
H -0.755 3.045 0.955  0.07
H 1.555 -0.261 -0.675  0.00
H -0.481 -2.371 1.269  0.05
H -1.220 2.500 -0.821  0.13
H 0.527 -0.432 -1.960  0.03
H 0.948 -1.819 -0.895  0.07
H -0.434 -1.044 2.326  0.03

***

No. 10
A cluster of 2 separate species, C2H7N2OS in total at a distorted geometry, computed with ωB97M-V/def2-TZVPD.

## Properties
Lowest unoccupied orbital energy (spin up / spin down) = -5.5227 / -5.5227 eV
Orbital gap (spin up / spin down) = 8.600 / 8.600 eV
Charge = +1
E_tot = -18038.1377 eV
E_HOMO (spin up / spin down) = -14.1 / -14.1 eV

Last column: Löwdin charge in e.
CARTESIAN COORDINATES (ANGSTROEM)
S 2.570 0.473 -0.580  1.11
O 1.959 0.176 1.096  -0.25
N 0.813 -2.360 0.047  0.11
N -0.199 0.226 -0.006  -0.01
C -0.274 1.616 0.301  -0.01
C 1.154 -0.211 0.030  -0.74
H 1.429 -2.915 -0.603  0.05
H 1.260 -2.484 0.902  -0.03
H -0.756 -0.445 0.609  0.22
H -0.452 -0.082 -0.981  0.22
H -0.209 1.683 1.339  0.10
H 0.693 2.059 -0.122  0.11
H -1.249 1.963 -0.011  0.12